No. 1
Density functional theory data (the ωB97M-V functional and the def2-TZVPD basis) for C20H38Ag2N2O8 as an isolated structure in a non-equilibrium geometry.

CARTESIAN COORDINATES (ANGSTROEM)
Ag: 0.712 3.753 1.795
Ag: 0.038 2.115 -0.579
C: -1.831 4.843 0.892
O: -1.299 3.933 0.226
O: -1.403 4.809 2.113
O: -2.220 5.942 0.459
C: 2.601 3.383 -0.617
O: 3.733 3.813 -0.700
O: 1.712 3.893 -1.263
O: 2.235 2.690 0.345
C: 0.098 -0.077 3.068
C: 1.416 -0.874 2.871
C: 1.332 -2.219 3.709
C: 2.407 -3.280 3.289
C: 2.254 -3.545 1.748
C: 2.488 -2.315 0.818
N: 1.660 -1.182 1.418
O: 1.451 -0.063 0.598
C: 3.979 -1.886 0.625
C: 1.981 -2.610 -0.655
C: 2.486 0.175 3.382
H: -0.757 -0.566 2.601
H: 0.147 0.909 2.604
H: -0.144 0.026 4.125
H: 1.634 -2.016 4.737
H: 0.288 -2.507 3.832
H: 2.228 -4.177 3.881
H: 3.412 -2.940 3.537
H: 1.272 -4.018 1.710
H: 2.999 -4.286 1.456
H: 4.432 -2.068 1.600
H: 4.507 -2.406 -0.174
H: 4.129 -0.819 0.460
H: 0.913 -2.821 -0.605
H: 2.098 -1.758 -1.324
H: 2.403 -3.580 -0.920
H: 2.254 0.327 4.436
H: 2.581 1.160 2.927
H: 3.486 -0.253 3.452
H: 2.151 0.529 0.884
C: -4.216 0.127 -1.381
C: -2.774 0.332 -0.873
C: -2.044 -1.047 -0.888
C: -1.809 -1.645 -2.269
C: -1.058 -0.734 -3.116
C: -1.513 0.781 -3.117
N: -1.989 1.255 -1.747
O: -2.528 2.507 -1.858
C: -0.229 1.550 -3.646
C: -2.618 0.851 -4.245
C: -2.812 0.973 0.525
H: -4.624 -0.662 -0.749
H: -4.400 -0.225 -2.396
H: -4.911 0.953 -1.228
H: -1.034 -0.979 -0.485
H: -2.677 -1.732 -0.324
H: -2.807 -1.883 -2.634
H: -1.220 -2.525 -2.012
H: -1.136 -1.200 -4.099
H: -0.029 -0.900 -2.800
H: 0.646 1.547 -2.996
H: 0.002 1.214 -4.657
H: -0.573 2.583 -3.595
H: -3.375 1.634 -4.244
H: -2.167 1.114 -5.201
H: -3.134 -0.097 -4.400
H: -3.445 0.291 1.092
H: -3.225 1.978 0.619
H: -1.886 0.838 1.084
H: -2.278 3.069 -1.121

Forces on atoms 1 to 6 (eV/Å):
Ag -0.873 0.230 -0.817
Ag 0.554 0.748 -0.018
C 3.509 3.633 1.687
O -0.679 -4.147 -4.392
O 0.248 -0.483 3.656
O -2.434 -0.001 -1.083

## Properties
**Total energy**: -1790.05972 Ha
**Multiplicity**: 1
**E_LUMO**: 3.9805 eV
**Orbital gap**: 4.3 eV
**Charge**: -2

No. 2
Density functional theory data (the ωB97M-V functional and the def2-TZVPD basis) for C20H38BCl12F4O4S as an isolated structure in a non-equilibrium geometry.

CARTESIAN COORDINATES (ANGSTROEM)
B: 14.561 18.227 5.565
F: 13.957 18.545 6.783
F: 15.907 18.004 5.737
F: 13.983 17.092 5.032
F: 14.348 19.321 4.751
C: 18.774 20.892 7.202
C: 18.259 20.435 5.827
C: 17.161 19.330 5.927
S: 17.446 18.491 7.494
O: 17.971 17.118 7.224
O: 16.240 18.651 8.333
C: 18.754 19.639 8.034
H: 18.243 21.727 7.660
H: 19.808 21.235 7.166
H: 19.092 20.025 5.255
H: 17.981 21.293 5.216
H: 17.238 18.533 5.188
H: 16.171 19.766 6.058
H: 19.701 19.100 8.009
H: 18.559 19.785 9.096
O: 16.033 17.314 1.602
C: 16.682 18.282 2.021
O: 16.735 19.529 1.423
C: 17.441 20.399 2.299
C: 17.417 19.809 3.703
C: 17.330 18.348 3.402
H: 16.970 21.366 2.471
H: 18.477 20.411 1.962
H: 16.565 20.318 4.152
H: 18.276 20.195 4.252
H: 16.557 17.844 3.982
H: 18.300 17.853 3.440
Cl: 10.610 19.817 6.471
C: 11.669 18.442 6.915
C: 10.956 17.343 7.751
Cl: 9.524 16.712 6.895
H: 12.447 19.002 7.435
H: 12.059 18.053 5.974
H: 10.504 17.793 8.634
H: 11.602 16.499 7.991
Cl: 10.583 19.470 2.550
C: 12.016 19.276 3.605
C: 12.785 18.041 3.350
Cl: 11.770 16.669 3.828
H: 11.683 19.421 4.633
H: 12.666 20.130 3.412
H: 13.821 17.945 3.675
H: 12.872 17.981 2.265
Cl: 12.048 17.178 10.339
C: 13.577 18.166 10.334
C: 13.638 18.957 9.025
Cl: 12.335 20.206 9.099
H: 14.415 17.475 10.424
H: 13.576 18.879 11.159
H: 13.490 18.271 8.190
H: 14.657 19.330 8.920
Cl: 14.456 23.176 5.083
C: 14.224 21.485 5.610
C: 13.727 21.490 7.106
Cl: 15.098 21.394 8.253
H: 15.168 20.947 5.529
H: 13.555 20.998 4.900
H: 13.137 20.588 7.269
H: 13.116 22.371 7.300
Cl: 16.476 16.254 10.342
C: 16.358 16.106 8.568
C: 15.040 16.631 7.923
Cl: 13.677 15.456 8.084
H: 16.368 15.041 8.339
H: 17.243 16.475 8.051
H: 15.100 16.882 6.864
H: 14.733 17.582 8.357
Cl: 16.676 14.123 5.749
C: 15.958 15.748 5.421
C: 15.944 15.963 3.835
Cl: 17.498 16.094 3.039
H: 16.524 16.516 5.948
H: 14.979 15.723 5.901
H: 15.422 16.909 3.692
H: 15.311 15.230 3.335

Forces on atoms 1 to 6 (eV/Å):
B -2.089 0.351 0.390
F 2.832 0.513 -3.523
F -5.963 -2.939 -0.099
F 0.309 -0.307 2.651
F 1.331 -0.715 -0.426
C -0.033 -0.285 -0.008

## Properties
**Total energy**: -7430.27666 Ha
**Multiplicity**: 1
**E_LUMO**: 1.7288 eV
**Orbital gap**: 8.7 eV
**ΔE to the lowest compared entry with this formula, charge and spin**: 481.3 kcal/mol
**Charge**: -1

No. 3
Density functional theory data (the ωB97M-V functional and the def2-TZVPD basis) for a 3-piece molecular cluster, C20H38Cl2N2O7 overall in a non-equilibrium geometry.

CARTESIAN COORDINATES (ANGSTROEM)
C: -1.773 -0.349 3.203
C: -2.074 0.785 2.590
C: -2.691 1.860 1.573
O: -1.745 2.694 0.798
C: -2.699 3.468 -0.008
O: -2.777 3.590 -1.259
O: -3.568 4.009 1.043
C: -3.642 3.029 2.144
C: -5.090 2.634 2.735
Cl: -4.950 1.551 4.248
C: -6.094 1.940 1.678
C: -5.762 0.391 1.342
Cl: -7.797 1.952 2.459
H: -1.670 -1.306 3.852
H: -3.239 1.305 0.726
H: -3.102 3.490 3.074
H: -5.596 3.617 3.105
H: -6.083 2.561 0.691
H: -4.776 0.008 1.839
H: -6.593 -0.345 1.660
H: -5.549 0.334 0.194
C: 2.970 -6.339 2.771
O: 3.406 -5.005 2.992
C: 4.181 -4.487 1.907
C: 3.437 -3.330 1.236
N: 2.262 -3.816 0.507
C: 1.382 -2.742 0.039
C: 0.657 -1.914 1.112
O: -0.308 -2.658 1.855
C: 0.213 -3.319 2.999
H: 2.466 -6.685 3.675
H: 2.260 -6.382 1.941
H: 3.821 -6.998 2.572
H: 4.448 -5.263 1.182
H: 5.112 -4.103 2.337
H: 4.111 -2.823 0.538
H: 3.147 -2.619 2.017
H: 1.726 -4.427 1.115
H: 0.622 -3.216 -0.592
H: 1.953 -2.069 -0.611
H: 0.089 -1.136 0.589
H: 1.347 -1.385 1.777
H: 1.047 -2.775 3.452
H: 0.516 -4.335 2.743
H: -0.588 -3.397 3.739
C: 1.323 2.729 -0.490
O: 1.166 1.564 -1.289
C: -0.075 1.540 -2.000
C: 0.182 1.618 -3.507
N: 0.673 2.946 -3.886
C: 1.155 3.016 -5.267
C: 2.415 2.202 -5.610
O: 3.594 2.669 -4.959
C: 3.820 2.105 -3.675
H: 2.248 2.626 0.081
H: 1.402 3.622 -1.117
H: 0.492 2.835 0.211
H: -0.756 2.331 -1.671
H: -0.551 0.580 -1.775
H: -0.749 1.410 -4.043
H: 0.911 0.843 -3.763
H: 1.435 3.205 -3.267
H: 1.371 4.071 -5.468
H: 0.344 2.728 -5.945
H: 2.599 2.333 -6.682
H: 2.278 1.127 -5.458
H: 3.444 1.081 -3.597
H: 3.375 2.734 -2.903
H: 4.898 2.089 -3.499

Forces on atoms 1 to 6 (eV/Å):
C -2.195 5.907 -2.867
C 0.918 -5.412 1.904
C -0.400 -0.740 0.139
O -1.772 0.086 -1.647
C -0.214 -0.147 -1.030
O 0.533 -0.273 6.965

## Properties
**Total energy**: -2341.12917 Ha
**Multiplicity**: 1
**E_LUMO**: 0.2998 eV
**SMILES**: C#C[C@@H]1OC(=O)O[C@H]1[C@H](Cl)[C@@H](C)Cl.COCCNCCOC.COCCNCCOC
**Orbital gap**: 8.8 eV

Number 1: HOMO -0.0118 Ha. Number 2: HOMO -0.2574 Ha. Number 3: HOMO -0.3132 Ha.